No. 1
A structure of composition C24H26ClIN5O6V in a non-equilibrium geometry, computed with wB97M-V/def2-TZVPD.

```
64
Properties=species:S:1:pos:R:3
I 4.7648 3.1171 -2.5863
V -0.7512 0.7432 -0.7400
Cl -1.0050 2.9796 0.5355
O -0.5478 2.9312 -0.9627
O -1.8938 1.9619 3.5158
O -2.2171 0.7142 -1.2746
O -0.0659 -1.0010 -1.4450
O -0.8977 -1.0943 0.9447
O -1.6536 4.1941 1.0794
N -2.3896 -0.1401 2.4235
N 1.5162 0.9618 -0.8141
N -3.6331 -0.4086 2.9592
N 1.8395 -1.1649 -3.6735
N 0.4390 -2.9848 -2.2816
C -1.6957 1.0859 2.4616
C -1.1364 1.4687 1.2693
C 3.6366 1.8806 -1.3557
C 4.2285 1.1442 -0.3412
C -5.3051 -2.2328 2.8577
C 2.2684 1.7776 -1.5517
C -0.6430 1.3211 3.7327
C 0.6569 3.2778 1.2353
C -0.4180 -2.0012 -2.1245
C 2.5520 -1.7966 -2.7497
C 3.4332 0.3141 0.4356
C 2.4492 -0.2239 -4.3982
C 3.7759 0.1283 -4.2257
C 3.8907 -1.5161 -2.5024
C 0.6654 1.9517 3.4995
C -1.7600 -2.1300 -2.7690
C -2.9876 -2.1593 1.7313
C -3.9846 -1.6391 2.5076
C 1.8290 -2.8303 -1.9003
C 2.0815 0.2430 0.1638
C -1.9672 -1.1677 1.6040
C -4.5681 0.6497 3.3029
C 4.5113 -0.5357 -3.2539
C 1.0739 2.7640 2.3914
H 4.2192 0.8986 -4.8401
H 1.4217 -0.4021 0.7379
H 1.2089 4.0097 0.6804
H -4.0687 1.4217 3.8777
H 4.4281 -2.0567 -1.7326
H -0.7390 0.5459 4.4877
H -5.0237 1.0871 2.4112
H 1.4418 1.6868 4.2032
H 1.8730 -2.5315 -0.8539
H 2.1086 3.1086 2.5051
H 3.8574 -0.2748 1.2366
H 0.1902 -3.7094 -2.9357
H 5.2928 1.2159 -0.1611
H -1.6334 -2.0653 -3.8507
H -2.9697 -3.1309 1.2686
H 2.3169 -3.8017 -1.9741
H -5.4406 -2.2804 3.9383
H -5.3420 0.2100 3.9260
H -2.2773 2.4777 -0.0014
H -5.3686 -3.2416 2.4581
H 5.5526 -0.2922 -3.0891
H -6.1235 -1.6466 2.4375
H -2.1997 -3.0993 -2.5367
H -2.4201 -1.3379 -2.4333
H 1.7618 2.3552 -2.3124
H 1.8420 0.2696 -5.1478
```

Total charge: +1
Kohn-Sham gap (spin up / spin down), eV: 6.521 / 7.015
Spin multiplicity: 2
Energy above the lowest of the compared OMol25 structures with the same formula, charge and spin, kcal per mole: 269.7

These are the Löwdin partial charges, in e, on atoms 1 to 6: I 0.9937; V 0.9335; Cl 0.8381; O -0.4350; O 0.0660; O -0.2832


No. 2
A structure of composition C24H26CoN3O3S2 in a non-equilibrium geometry, computed with wB97M-V/def2-TZVPD.

```
59
Properties=species:S:1:pos:R:3
Co 11.7070 8.4006 8.4899
S 9.6567 9.6859 6.2863
S 12.1000 9.6182 10.3352
O 10.5541 9.7445 7.4890
O 11.6389 4.8541 6.6770
O 10.9829 6.6904 7.8453
N 11.7094 7.0917 11.4619
N 13.2768 7.9240 7.3889
N 11.5773 8.7847 12.8298
C 14.0920 6.2273 5.8919
C 6.1806 10.0147 9.6597
C 9.6853 12.4826 6.6746
C 7.7049 8.8257 8.1893
C 11.4539 14.0745 6.2655
C 11.4465 6.4435 12.7418
C 8.2262 8.5776 6.8229
C 11.6115 14.2536 7.6343
C 9.7634 12.7274 8.0417
C 11.5780 10.1527 13.3627
C 8.7916 11.3771 6.2175
C 10.4867 13.1776 5.7876
C 8.4226 8.3970 9.3249
C 11.7856 8.4500 11.5290
C 13.0995 6.7372 6.7706
C 11.4484 7.6289 13.6929
C 15.3952 8.2519 6.3466
C 15.2485 6.9884 5.6799
C 14.3907 8.6684 7.1622
C 11.8330 5.9800 7.1136
C 10.7464 13.5836 8.5127
C 6.8927 9.6211 10.7715
C 7.9750 8.7464 10.5905
C 6.5484 9.5855 8.3959
H 9.1128 12.2153 8.7688
H 8.4957 8.3588 11.4679
H 10.5273 7.6701 14.3083
H 7.9551 11.3001 6.9063
H 11.7193 6.5328 10.5941
H 5.3101 10.6404 9.7430
H 12.0289 14.6772 5.5379
H 13.8928 5.2900 5.3608
H 12.3386 7.5410 14.3408
H 9.3325 7.8380 9.1716
H 10.4286 13.0080 4.6936
H 6.6524 9.9811 11.7718
H 10.8141 10.2262 14.1281
H 8.5720 7.5337 6.7469
H 12.4513 14.8533 8.0255
H 7.4461 8.6701 6.0469
H 16.2767 8.8997 6.1707
H 8.3998 11.4671 5.2122
H 14.4773 9.6038 7.7396
H 16.1026 6.6665 5.0768
H 10.8276 13.7659 9.5875
H 12.2572 5.7328 13.0036
H 11.3535 10.8685 12.5661
H 5.9175 9.7957 7.5405
H 10.4786 5.9242 12.7632
H 12.5538 10.4072 13.7802
```

Total charge: +2
Kohn-Sham gap (spin up / spin down), eV: 7.922 / 4.281
Spin multiplicity: 5
Energy above the lowest of the compared OMol25 structures with the same formula, charge and spin, kcal per mole: 0.0

These are the Löwdin partial charges, in e, on atoms 1 to 6: Co 0.7272; S 1.0676; S 0.8768; O -0.6036; O 0.1517; O -0.1094


What did the second record say?
A structure of composition C24H26CoN3O3S2 in a non-equilibrium geometry, computed with wB97M-V/def2-TZVPD.

```
59
Properties=species:S:1:pos:R:3
Co 11.7070 8.4006 8.4899
S 9.6567 9.6859 6.2863
S 12.1000 9.6182 10.3352
O 10.5541 9.7445 7.4890
O 11.6389 4.8541 6.6770
O 10.9829 6.6904 7.8453
N 11.7094 7.0917 11.4619
N 13.2768 7.9240 7.3889
N 11.5773 8.7847 12.8298
C 14.0920 6.2273 5.8919
C 6.1806 10.0147 9.6597
C 9.6853 12.4826 6.6746
C 7.7049 8.8257 8.1893
C 11.4539 14.0745 6.2655
C 11.4465 6.4435 12.7418
C 8.2262 8.5776 6.8229
C 11.6115 14.2536 7.6343
C 9.7634 12.7274 8.0417
C 11.5780 10.1527 13.3627
C 8.7916 11.3771 6.2175
C 10.4867 13.1776 5.7876
C 8.4226 8.3970 9.3249
C 11.7856 8.4500 11.5290
C 13.0995 6.7372 6.7706
C 11.4484 7.6289 13.6929
C 15.3952 8.2519 6.3466
C 15.2485 6.9884 5.6799
C 14.3907 8.6684 7.1622
C 11.8330 5.9800 7.1136
C 10.7464 13.5836 8.5127
C 6.8927 9.6211 10.7715
C 7.9750 8.7464 10.5905
C 6.5484 9.5855 8.3959
H 9.1128 12.2153 8.7688
H 8.4957 8.3588 11.4679
H 10.5273 7.6701 14.3083
H 7.9551 11.3001 6.9063
H 11.7193 6.5328 10.5941
H 5.3101 10.6404 9.7430
H 12.0289 14.6772 5.5379
H 13.8928 5.2900 5.3608
H 12.3386 7.5410 14.3408
H 9.3325 7.8380 9.1716
H 10.4286 13.0080 4.6936
H 6.6524 9.9811 11.7718
H 10.8141 10.2262 14.1281
H 8.5720 7.5337 6.7469
H 12.4513 14.8533 8.0255
H 7.4461 8.6701 6.0469
H 16.2767 8.8997 6.1707
H 8.3998 11.4671 5.2122
H 14.4773 9.6038 7.7396
H 16.1026 6.6665 5.0768
H 10.8276 13.7659 9.5875
H 12.2572 5.7328 13.0036
H 11.3535 10.8685 12.5661
H 5.9175 9.7957 7.5405
H 10.4786 5.9242 12.7632
H 12.5538 10.4072 13.7802
```

Total charge: +2
Kohn-Sham gap (spin up / spin down), eV: 7.922 / 4.281
Spin multiplicity: 5
Energy above the lowest of the compared OMol25 structures with the same formula, charge and spin, kcal per mole: 0.0

These are the Löwdin partial charges, in e, on atoms 1 to 6: Co 0.7272; S 1.0676; S 0.8768; O -0.6036; O 0.1517; O -0.1094


Q: Which value of spin multiplicity does entry 1 give?
A: 2


Q: Number 1 is which compound?
A: C24H26ClIN5O6V